Entry from OMol25: a cluster of 7 separate species, C30H73N7O4 in total in a non-equilibrium geometry (ωB97M-V/def2-TZVPD).

Summary:
orbital gap	8.343	eV
energy above the lowest of the compared OMol25 structures with the same formula, charge and spin	42.1	kcal/mol
net charge	0
E	-1871.0747	a.u.
maximum force	1.86	eV/Å
molecular weight	596.0	g/mol

Last column: Löwdin charge in e.
Cartesian coordinates (Å):
C 15.6941 -8.9857 2.5158  -0.08
C 17.0517 -9.6828 2.3131  -0.23
N 17.6929 -9.3887 1.0250  -0.20
C 16.9863 -9.9873 -0.0932  -0.23
C 17.3411 -11.4879 -0.2315  -0.09
C 18.0572 -7.9930 0.8500  -0.27
C 19.0316 -7.5241 1.9297  -0.10
H 15.4573 -9.0416 3.5878  0.07
H 14.9277 -9.5369 1.9762  0.05
H 15.5959 -7.9095 2.3765  0.07
H 17.7470 -9.5091 3.1316  0.10
H 16.8961 -10.7631 2.3598  0.09
H 15.9096 -9.8406 0.0428  0.10
H 17.2905 -9.5672 -1.0507  0.11
H 18.1881 -11.6522 -0.9010  0.07
H 17.6560 -11.8816 0.7355  0.06
H 16.5600 -12.1066 -0.6637  0.04
H 17.1730 -7.3344 0.8434  0.10
H 18.4858 -7.7826 -0.1324  0.11
H 19.9695 -8.0757 1.9740  0.08
H 18.5409 -7.4776 2.9002  0.06
H 19.3558 -6.4959 1.7320  0.07
C 16.1036 -14.4235 1.4495  -0.09
C 14.9305 -13.6977 0.8145  -0.26
N 13.5523 -13.8772 1.2396  -0.16
C 13.0249 -15.1823 0.8360  -0.24
C 11.5163 -15.3131 1.1411  -0.08
C 13.3927 -13.6660 2.6629  -0.27
C 13.8182 -12.3210 3.2362  -0.07
H 16.1109 -15.5167 1.3299  0.07
H 16.3675 -14.2929 2.5037  0.06
H 16.9920 -14.1882 0.8554  0.06
H 15.0995 -12.6203 0.7584  0.09
H 15.0595 -14.0197 -0.2257  0.11
H 13.0735 -15.3127 -0.2497  0.10
H 13.5666 -16.0605 1.2205  0.11
H 11.2588 -16.2118 0.5755  0.07
H 11.2840 -15.4945 2.1895  0.06
H 10.9977 -14.4103 0.8243  0.07
H 13.9434 -14.4376 3.2345  0.10
H 12.3608 -13.8243 2.9722  0.09
H 13.3187 -12.1694 4.1906  0.07
H 13.5628 -11.5173 2.5449  0.04
H 14.9027 -12.2442 3.3469  0.06
C 16.9055 -16.5140 5.9183  -0.08
C 15.6845 -15.6613 6.2930  -0.27
N 14.7785 -16.3984 7.1317  -0.17
C 13.9213 -17.3549 6.4074  -0.22
C 13.2388 -16.7639 5.1740  -0.11
C 13.9531 -15.5377 7.9669  -0.28
C 14.5081 -15.4241 9.3992  -0.09
H 17.2567 -17.1212 6.7504  0.07
H 17.7413 -15.9359 5.5240  0.07
H 16.6083 -17.2049 5.1207  0.06
H 16.1200 -14.8216 6.8451  0.12
H 15.2437 -15.2116 5.3938  0.10
H 14.3920 -18.3044 6.1487  0.11
H 13.1024 -17.6305 7.0702  0.10
H 13.8552 -16.6143 4.2775  0.06
H 12.3653 -17.3351 4.8569  0.08
H 12.9442 -15.7082 5.2465  0.06
H 12.9426 -15.9111 8.1645  0.10
H 13.6794 -14.5295 7.6210  0.11
H 14.1285 -14.5435 9.9256  0.07
H 15.5878 -15.2637 9.4612  0.07
H 14.2459 -16.3430 9.9211  0.07
C 11.2952 -10.9226 1.0123  -0.04
N 10.1626 -11.5395 1.7172  0.04
C 9.2272 -12.2175 1.0417  -0.55
C 8.2161 -12.9901 1.8804  0.00
O 9.1096 -12.2407 -0.1832  0.00
H 11.4027 -9.9291 1.4474  0.09
H 11.0955 -10.8594 -0.0505  0.08
H 12.1627 -11.5533 1.1829  0.05
H 10.1796 -11.5688 2.7218  0.12
H 8.2002 -14.0624 1.6643  0.08
H 7.1803 -12.7506 1.6253  0.08
H 8.3326 -12.8780 2.9614  0.06
C 19.3547 -14.8567 -3.3361  -0.06
N 18.0746 -15.5575 -3.3106  0.00
C 16.9142 -14.9609 -2.9868  -0.55
C 15.6221 -15.6782 -3.3447  0.00
O 16.8601 -13.8506 -2.4779  0.03
H 19.5584 -14.2077 -2.4922  0.08
H 19.4264 -14.3384 -4.2929  0.09
H 20.1111 -15.6432 -3.3520  0.08
H 18.0821 -16.5342 -3.5380  0.13
H 15.2771 -16.2016 -2.4492  0.08
H 15.7925 -16.5030 -4.0467  0.07
H 14.8698 -15.0386 -3.7886  0.08
C 9.8428 -15.7929 -2.1019  -0.08
N 8.8621 -14.7215 -2.0455  0.01
C 7.5532 -14.9642 -2.3299  -0.56
C 6.6421 -13.7914 -2.1937  0.00
O 7.2104 -16.0723 -2.7300  0.02
H 10.8641 -15.4651 -1.9190  0.07
H 9.8403 -16.2980 -3.0661  0.08
H 9.5587 -16.4776 -1.3021  0.08
H 9.1792 -13.7864 -1.8437  0.10
H 6.4562 -13.3563 -3.1763  0.09
H 6.9893 -13.0437 -1.4840  0.06
H 5.6694 -14.1582 -1.8592  0.08
C 9.8330 -11.6756 7.6530  -0.08
N 9.9004 -13.0948 7.4051  0.01
C 10.1746 -13.6728 6.2043  -0.55
C 10.0342 -15.1663 6.1558  0.00
O 10.6179 -13.0649 5.2468  0.03
H 8.8071 -11.3253 7.7919  0.08
H 10.2943 -11.1194 6.8418  0.08
H 10.3385 -11.3865 8.5768  0.08
H 9.6533 -13.6926 8.1734  0.13
H 9.1302 -15.5376 6.6444  0.08
H 10.9306 -15.7301 6.4058  0.06
H 9.8463 -15.4744 5.1232  0.08